<1>
Here is a cluster of 2 separate species, C3H9N2 in total from the Open Molecules 2025 dataset. Energies are from ωB97M-V with the def2-TZVPD basis set.

Output
Kohn-Sham gap, eV: 6.92
Molecular weight, g/mol: 73.119

ORCA input file:
```
! wB97M-V def2-TZVPD RIJCOSX def2/J DEFGRID3
* xyz 1 1
N -0.144 0.799 -1.596
C 0.245 -1.496 -0.960
H -0.696 -1.112 1.799
H -0.034 1.817 1.816
N 0.113 0.852 1.964
H -0.818 -1.831 -1.114
C 0.717 -0.267 -1.074
H 1.751 -0.066 -0.839
C -0.782 -0.008 1.526
H 0.754 -2.430 -0.884
H -1.732 0.119 1.028
H -1.040 0.456 -1.742
H 0.804 0.648 2.653
H 0.151 1.465 -2.250
*
```

=====

<2>
Here is a cluster of 2 separate species, C3H9N2 in total from the Open Molecules 2025 dataset. Energies are from ωB97M-V with the def2-TZVPD basis set.

Output
Kohn-Sham gap, eV: 9.68
Molecular weight, g/mol: 73.119

ORCA input file:
```
! wB97M-V def2-TZVPD RIJCOSX def2/J DEFGRID3
* xyz 1 1
N -0.475 -1.990 -0.139
H 1.260 -0.081 -0.721
H 2.401 0.955 0.991
C -1.073 -0.743 -0.075
H -0.817 1.547 -1.732
N 1.380 1.026 0.963
C -0.479 1.209 -0.670
H 1.100 2.013 1.014
H -0.997 1.901 0.046
H -1.007 -0.058 0.973
H -2.079 -0.520 -0.504
H -1.009 -2.777 0.252
C 0.684 0.554 -0.107
H 0.014 -2.353 -0.980
*
```

=====

<3>
Here is a cluster of 2 separate species, C3H9N2 in total from the Open Molecules 2025 dataset. Energies are from ωB97M-V with the def2-TZVPD basis set.

Output
Kohn-Sham gap, eV: 9.55
Molecular weight, g/mol: 73.119

ORCA input file:
```
! wB97M-V def2-TZVPD RIJCOSX def2/J DEFGRID3
* xyz 1 1
H 1.363 0.686 0.773
C 1.469 -0.332 0.321
H 0.325 -2.199 0.194
H -2.227 0.339 1.811
H 0.566 0.327 -1.249
H -1.056 0.701 -1.339
N -0.915 -0.738 0.681
H -0.773 -0.292 2.689
H 0.025 1.933 -1.591
N -0.172 0.951 -1.789
C 0.342 -1.175 0.364
C -1.316 -0.186 1.749
H -0.136 0.723 -2.796
H 2.506 -0.737 0.180
*
```

=====

Relative energies in kJ/mol: <1> 60.1; <2> 257.3; <3> 0.0

=====

<1>
Here is a cluster of 2 separate species, C3H9N2 in total from the Open Molecules 2025 dataset. Energies are from ωB97M-V with the def2-TZVPD basis set.

Output
Kohn-Sham gap, eV: 7.36
Molecular weight, g/mol: 73.119

ORCA input file:
```
! wB97M-V def2-TZVPD RIJCOSX def2/J DEFGRID3
* xyz 1 1
H -2.102 -0.528 -1.129
H 3.177 0.034 0.320
H 0.441 -0.157 -0.501
H 1.799 1.373 0.428
N 1.418 -0.428 -0.524
H -1.173 -0.652 1.753
N -1.738 -0.947 0.927
H 1.772 -1.363 -0.771
H -1.435 -1.915 0.728
C -1.670 -0.114 -0.220
C 2.204 0.388 0.110
C -1.077 1.098 -0.313
H -0.379 1.437 0.405
H -1.239 1.773 -1.213
*
```

=====

<2>
Here is the ion C3H9N2 with charge +1 from the Open Molecules 2025 dataset. Energies are from ωB97M-V with the def2-TZVPD basis set.

Output
Kohn-Sham gap, eV: 11.18
Molecular weight, g/mol: 73.119
SMILES: C[C@H]1NC[NH2+]1

ORCA input file:
```
! wB97M-V def2-TZVPD RIJCOSX def2/J DEFGRID3
* xyz 1 1
H -0.644 -1.050 1.543
H 0.503 0.790 1.623
H 2.069 1.173 0.120
H 1.903 -0.466 -0.177
N -1.169 1.133 -0.103
H -0.562 1.625 -0.855
C -1.560 -0.294 -0.262
H -2.576 -0.528 0.142
H 0.061 -1.587 0.099
H -1.426 -0.729 -1.273
H 1.283 0.544 -1.364
C 0.316 0.435 0.630
C 1.454 0.425 -0.279
N -0.398 -0.839 0.620
*
```

=====

<3>
Here is a cluster of 2 separate species, C3H9N2 in total from the Open Molecules 2025 dataset. Energies are from ωB97M-V with the def2-TZVPD basis set.

Output
Kohn-Sham gap, eV: 10.35
Molecular weight, g/mol: 73.119

ORCA input file:
```
! wB97M-V def2-TZVPD RIJCOSX def2/J DEFGRID3
* xyz 1 1
N 1.459 -0.292 -0.704
C 0.138 -0.289 -1.117
H 0.344 0.389 2.541
H 2.029 -0.953 -1.215
H -2.008 -0.708 0.114
H 1.881 0.613 -0.566
H 0.634 -0.898 1.565
H -0.211 0.285 -1.969
C -1.535 0.256 -0.037
N -0.057 -0.191 1.809
H -0.264 -1.295 -1.086
H -1.982 0.979 -0.711
H 0.071 1.510 0.616
C -0.499 0.594 0.759
*
```

=====

Relative energies in kJ/mol: <1> 0.0; <2> 86.9; <3> 68.8

=====

<1>
Here is a structure of composition C5H7F from the Open Molecules 2025 dataset. Energies are from ωB97M-V with the def2-TZVPD basis set.

Output
Kohn-Sham gap (alpha / beta), eV: 8.01 / 7.41
Molecular weight, g/mol: 86.109

ORCA input file:
```
! wB97M-V def2-TZVPD RIJCOSX def2/J DEFGRID3
* xyz 0 1
H 1.581 0.404 -0.904
H 1.736 1.452 0.698
F 3.868 0.325 -0.069
C -2.594 0.190 -0.065
C 2.907 -0.581 0.231
H -3.186 0.123 0.805
C -1.243 -0.439 0.300
C -0.101 0.159 0.314
H 2.920 -1.205 -0.729
H -1.469 -1.342 0.826
C 1.251 0.444 0.112
H -2.582 1.037 -0.817
H -3.088 -0.567 -0.703
*
```

=====

<2>
Here is a structure of composition C5H7F from the Open Molecules 2025 dataset. Energies are from ωB97M-V with the def2-TZVPD basis set.

Output
Kohn-Sham gap, eV: 9.48
Molecular weight, g/mol: 86.109

ORCA input file:
```
! wB97M-V def2-TZVPD RIJCOSX def2/J DEFGRID3
* xyz 0 1
H -2.231 -0.743 -1.315
H 0.410 -1.174 -0.070
H 2.569 -0.562 2.464
C 0.094 0.719 0.724
C -1.252 0.219 -1.559
H -1.548 1.191 -2.210
F -1.679 1.986 -0.095
H -0.257 -0.447 -2.169
H 2.138 -1.972 0.560
H -0.129 1.441 1.632
C 0.901 -0.406 0.733
C 1.799 -1.071 1.512
C -0.815 0.821 -0.208
*
```

=====

<3>
Here is an isolated molecule of C5H7F from the Open Molecules 2025 dataset. Energies are from ωB97M-V with the def2-TZVPD basis set.

Output
Kohn-Sham gap, eV: 10.74
Molecular weight, g/mol: 86.109
SMILES: C=CC1(F)CC1

ORCA input file:
```
! wB97M-V def2-TZVPD RIJCOSX def2/J DEFGRID3
* xyz 0 1
H -1.186 0.897 -1.252
C 1.032 0.350 0.158
H -2.039 -0.517 -1.225
C 2.266 -0.009 -0.097
C -1.369 -0.023 -0.713
H -1.264 1.113 1.174
H -2.230 -0.464 1.335
H 2.472 -1.069 -0.432
C -0.229 -0.492 0.092
H 3.172 0.498 -0.245
C -1.449 0.070 0.813
F 0.121 -1.747 0.095
H 0.702 1.393 0.297
*
```

=====

Relative energies in kJ/mol: <1> 443.6; <2> 360.0; <3> 0.0

=====

<1>
Here is a cluster of 2 separate species, C6H12N2 in total from the Open Molecules 2025 dataset. Energies are from ωB97M-V with the def2-TZVPD basis set.

Output
Kohn-Sham gap, eV: 9.46
Molecular weight, g/mol: 112.176
SMILES: Cc1c[nH]cn1.CC

ORCA input file:
```
! wB97M-V def2-TZVPD RIJCOSX def2/J DEFGRID3
* xyz 0 1
N -1.718 -0.774 0.794
C 1.590 0.297 -2.935
C -0.655 -0.387 1.652
H -1.701 2.557 0.609
C -0.372 0.947 1.572
H -0.070 -0.620 -2.094
H 0.548 -0.881 3.487
N -1.354 1.505 0.735
H 1.811 -0.644 -3.537
H 0.618 -2.036 1.934
H 1.028 1.010 -3.361
H 0.502 1.501 2.105
C -2.133 0.395 0.355
H 1.441 -1.063 -1.291
H -0.589 -1.904 3.305
H 0.682 0.564 -1.069
C 0.812 -0.216 -1.770
H 2.499 0.736 -2.727
H -2.956 0.435 -0.328
C 0.017 -1.422 2.564
*
```

=====

<2>
Here is a cluster of 2 separate species, C6H12N2 in total from the Open Molecules 2025 dataset. Energies are from ωB97M-V with the def2-TZVPD basis set.

Output
Kohn-Sham gap, eV: 10.55
Molecular weight, g/mol: 112.176
SMILES: C=N[C@H]1CN1.C=CC

ORCA input file:
```
! wB97M-V def2-TZVPD RIJCOSX def2/J DEFGRID3
* xyz 0 1
H -0.760 -0.587 0.413
C -1.636 -0.269 1.102
H -0.796 -0.420 3.056
H 3.924 -1.111 -0.061
H -2.042 0.839 2.882
C -2.874 -0.374 0.664
H 0.463 -1.215 -2.151
C 0.275 0.618 -0.912
H 0.805 0.987 -3.004
H -3.124 -0.932 -0.224
H -3.694 0.114 1.170
H 3.453 0.404 -1.036
C 3.187 -0.578 -0.647
C -1.202 0.344 2.387
H -0.406 1.070 2.212
H -0.743 0.834 -1.207
N 2.077 -1.145 -0.853
N 1.280 0.822 -2.123
H 0.733 1.092 -0.053
C 1.079 -0.495 -1.616
*
```

=====

Relative energies in kJ/mol: <1> 0.0; <2> 137.1